# 1
Computed, not measured: a molecular structure, C45H42F2N19ORbS3 in a non-equilibrium geometry, with ωB97M-V with the def2-TZVPD basis set.

```
113
C45H42F2N19ORbS3 | OMol25 | ωB97M-V with the def2-TZVPD basis set
Rb -0.1064 -0.0077 1.0555
C 2.7269 4.3136 2.7170
C 2.1674 3.5888 3.9329
S 0.6710 2.5795 3.6215
C -0.6527 3.5755 4.3857
C -0.8336 4.9913 3.8765
S -1.5521 5.1345 2.2036
C -0.1608 4.6576 1.1352
C 0.8951 5.7311 0.9863
S 2.0135 5.9694 2.4167
H 2.6233 3.7142 1.8143
H 3.7893 4.4988 2.8836
H 1.9439 4.2807 4.7434
H 2.9229 2.8749 4.2591
H -0.4696 3.5990 5.4631
H -1.5462 2.9804 4.1953
H 0.0952 5.5613 3.9012
H -1.5670 5.4991 4.5038
H -0.6058 4.4620 0.1585
H 0.2422 3.7240 1.5210
H 0.4393 6.7127 0.8461
H 1.5326 5.5074 0.1311
N 3.1680 -2.2413 1.1657
C 3.5594 -0.9364 1.3926
N 4.7776 -0.6493 1.8692
N 4.7890 0.6786 1.9460
N 3.6534 1.1582 1.5501
N 2.8319 0.1641 1.1858
C 2.0402 -2.6363 0.5027
N 1.4548 -3.8169 0.7402
N 0.4709 -3.8700 -0.1521
N 0.4589 -2.7933 -0.8772
N 1.4513 -1.9820 -0.5043
H 3.5355 -2.9203 1.8154
C 1.8550 0.1434 -4.3758
N 0.9071 0.8345 -3.5422
C 0.4302 0.4389 -2.3527
N -0.4583 1.3078 -1.9211
C -0.4943 2.2317 -2.8995
N 0.3150 1.9819 -3.9036
C 1.1395 -0.6661 -5.4301
C 1.2455 -0.3257 -6.7741
C 0.5434 -1.0429 -7.7342
C -0.2683 -2.0932 -7.3635
C -0.3802 -2.4478 -6.0132
C 0.3241 -1.7168 -5.0499
C -1.2317 -3.5333 -5.6087
N -1.9196 -4.3599 -6.3601
N -2.5936 -5.1792 -5.5423
C -2.3027 -4.8324 -4.3151
O -1.4318 -3.7920 -4.2935
C -2.8021 -5.3526 -3.0686
C -3.8045 -6.3255 -3.0145
C -4.2880 -6.7445 -1.7899
C -3.8061 -6.1878 -0.6130
C -2.8066 -5.2218 -0.6553
C -2.2795 -4.5622 0.5880
N -2.8066 -3.2260 0.7112
C -2.5847 -2.1589 -0.0656
N -3.2795 -1.1299 0.3701
C -3.9165 -1.6204 1.4476
N -3.6644 -2.8895 1.6797
C -2.2969 -4.8246 -1.8802
H 2.4424 -0.5009 -3.7155
H 2.5106 0.8840 -4.8452
H 0.7593 -0.4534 -1.8514
H -1.1254 3.0982 -2.8692
H 1.8733 0.5023 -7.0666
H 0.6296 -0.7683 -8.7778
H -0.8438 -2.6510 -8.0859
H 0.2368 -1.9847 -4.0074
H -4.1915 -6.7249 -3.9379
H -5.0549 -7.5088 -1.7382
H -4.2101 -6.5023 0.3399
H -1.1742 -4.4823 0.5031
H -2.5693 -5.1014 1.4905
H -1.9254 -2.1535 -0.9107
H -4.5684 -1.0317 2.0615
H -1.4868 -4.1130 -1.9157
F -5.1396 2.8681 4.0766
C -4.2327 1.8367 4.1309
C -3.2806 1.6987 3.1422
C -2.3442 0.6632 3.1893
C -2.4442 -0.2417 4.2621
C -3.4179 -0.0704 5.2410
F -3.5022 -0.9138 6.3244
C -4.3165 0.9777 5.2119
C -1.5014 -1.3656 4.3317
C -1.9201 -2.6514 4.6853
C -0.9807 -3.6608 4.7555
C 0.3453 -3.3733 4.4660
C 0.6599 -2.0735 4.1033
N -0.2279 -1.0985 4.0426
H -3.2682 2.4230 2.3377
H -5.0365 1.1351 6.0019
H -2.9609 -2.8495 4.8913
H -1.2765 -4.6647 5.0303
H 1.1092 -4.1352 4.5078
H 1.6824 -1.7981 3.8743
C 5.9992 4.3313 -2.1155
C 4.5413 4.0921 -1.8565
C 4.1204 3.1574 -0.9223
C 2.7612 2.9595 -0.7278
N 1.8289 3.6283 -1.3886
C 2.2268 4.5096 -2.2934
C 3.5564 4.7788 -2.5650
H 6.6038 3.9342 -1.3024
H 6.2075 5.3940 -2.2322
H 6.2927 3.8277 -3.0368
H 4.8227 2.5915 -0.3306
H 2.4273 2.2338 0.0021
H 1.4289 5.0249 -2.8141
H 3.8291 5.5132 -3.3113
```

Values from the calculation:
orbital gap = 5.364 eV
charge = -2
molar mass = 1084.6 g mol⁻¹
E_HOMO = -2.005 eV
DFT total energy = -116303.087 eV
energy above the lowest of the compared OMol25 structures with the same formula, charge and spin = 0.0 kJ/mol

# 2
Computed, not measured: a molecular structure, C4H5AgLiO2 in a non-equilibrium geometry, with ωB97M-V with the def2-TZVPD basis set.

```
13
C4H5AgLiO2 | OMol25 | ωB97M-V with the def2-TZVPD basis set
C 0.3544 1.4034 0.8991
C 0.5553 -0.0529 1.1265
C -0.5664 -0.7670 0.4499
C -0.5879 -0.9696 -0.8974
O -1.5479 -1.5448 -1.5519
O 1.1345 2.1023 0.2347
Li 2.6564 2.0910 -0.7564
Ag -2.1714 -2.1180 -3.2963
H -0.6351 1.8255 1.1595
H 1.5533 -0.3770 0.8040
H -1.4349 -1.0558 1.0458
H 0.2926 -0.6502 -1.4836
H 0.3972 0.1130 2.2662
```

Values from the calculation:
orbital gap (spin up / spin down) = 2.806 / 6.634 eV
charge = +1
molar mass = 199.9 g mol⁻¹
spin multiplicity = 3
E_HOMO (spin up / spin down) = -7.683 / -12.180 eV
DFT total energy = -12517.000 eV
energy above the lowest of the compared OMol25 structures with the same formula, charge and spin = 4.7 kJ/mol
<S²> = 2.010

# 3
Computed, not measured: a gas-phase ion, C5H13B2N2O5 (charge -1) in a non-equilibrium geometry, with ωB97M-V with the def2-TZVPD basis set.

```
27
C5H13B2N2O5 | OMol25 | ωB97M-V with the def2-TZVPD basis set
C -2.0009 1.9833 0.2886
C -2.0674 0.6520 1.0992
B -1.5408 -0.5982 0.3013
O -2.4671 -1.2833 -0.4768
N -0.1644 -1.0796 0.3123
N 0.0859 -2.1316 1.2544
C 0.8347 0.0212 0.3511
B 2.0667 -0.3332 -0.6031
O 3.3096 0.2156 -0.3851
O 1.8959 -1.1674 -1.7092
C 1.4241 -0.4098 -2.8147
C 1.3212 0.4926 1.7543
O 2.0321 -0.2598 2.4287
O 0.9482 1.6643 2.0391
H -1.6621 1.7980 -0.7324
H -1.2454 2.6254 0.7375
H -2.9608 2.4913 0.2468
H -3.1172 0.4671 1.3347
H -1.4967 0.7898 2.0156
H -2.1649 -2.1936 -0.5776
H -0.6060 -2.1628 1.9944
H 0.0721 -3.0161 0.7613
H 0.3401 0.8917 -0.0896
H 3.2455 1.1638 -0.2332
H 1.2906 -1.0734 -3.6633
H 0.4796 0.0814 -2.5635
H 2.1474 0.3713 -3.0707
```

Values from the calculation:
orbital gap = 6.835 eV
charge = -1
molar mass = 202.8 g mol⁻¹
E_HOMO = -3.870 eV
SMILES = CCB(O)N(N)[C@H](B(O)OC)C(=O)[O-]
DFT total energy = -19970.313 eV

# 4
Computed, not measured: 3 unconnected molecules or ions with the total composition C3H10O3 in a non-equilibrium geometry, with ωB97M-V with the def2-TZVPD basis set.

```
16
C3H10O3 | OMol25 | ωB97M-V with the def2-TZVPD basis set
C -0.3479 -1.2810 -2.0162
C 0.1502 -0.5068 -0.9978
C 1.3601 0.3598 -1.0845
O -0.4913 -0.6443 0.3137
H -0.0332 -1.1669 -3.1666
H -1.1816 -2.0155 -1.8885
H 1.1600 1.3119 -0.7363
H 2.2892 -0.1723 -0.7204
H 1.6874 0.4720 -2.1846
H 0.0729 -0.0901 0.8476
O -2.6216 5.0845 3.3237
H -2.6839 4.2148 2.7898
H -1.9608 5.5065 2.8394
O 1.9776 -3.5345 -0.2259
H 1.4192 -3.3691 0.5153
H 1.3388 -3.3684 -0.9964
```

Values from the calculation:
orbital gap = 9.629 eV
molar mass = 94.1 g mol⁻¹
E_HOMO = -9.260 eV
SMILES = C=C(C)O.O.O
DFT total energy = -9413.942 eV
energy above the lowest of the compared OMol25 structures with the same formula, charge and spin = 153.5 kJ/mol